Entry 1:
DFT (ωB97M-V with the def2-TZVPD basis set) results for a 2-piece molecular cluster, C29H44NO2Si2 overall in a non-equilibrium geometry.

```
78
Properties=species:S:1:pos:R:3
Si 1.94955 -3.28554 -2.37988
Si -0.46348 -3.69073 1.45310
O 1.10521 -1.98880 -1.66830
O -0.09491 -3.02129 -0.07636
N -2.83298 3.63145 -0.47242
C 2.91963 0.23701 2.00376
C 1.15675 -3.47505 2.35848
C 0.22153 1.66276 -0.18697
C -0.02903 4.89375 -1.97612
C -0.79696 -5.47631 1.06496
C 3.68817 -2.66396 -2.24962
C 1.27378 -3.38614 -4.10231
C 2.79276 0.99597 3.17938
C -4.17069 3.07469 1.55628
C 1.85501 2.03749 3.20526
C -1.17816 3.93391 -2.29798
C -1.90773 2.23200 1.05041
C 1.10890 1.49788 0.94308
C -2.31741 4.73193 -2.94435
C -3.02796 3.03452 0.76687
C 3.58287 0.65976 4.41522
C -0.69324 2.89047 -3.29267
C -0.42886 -0.65309 -0.66317
C -3.04010 1.51742 3.05593
C 2.10714 0.49108 0.90258
C -1.93364 -2.85687 2.20657
C -1.64472 3.27438 -1.00415
C 0.16723 -1.90622 -0.74006
C -4.16780 2.28747 2.72068
C -1.91457 1.46596 2.21606
C 1.04891 2.29477 2.11072
C 1.73274 -4.88585 -1.48742
C -0.97748 2.40495 -0.07451
C -0.87392 -0.22615 -2.00049
H -2.62755 5.59327 -2.33912
H -1.47486 2.14778 -3.48305
H 0.21311 2.38295 -2.94711
H -0.02259 0.14821 -2.59523
H -1.72932 -5.59226 0.49669
H 0.72277 -5.30334 -1.53710
H 2.40191 -5.56357 -2.03708
H -3.50975 4.26868 -0.89197
H -3.05110 0.93640 3.98432
H 0.23830 -3.74792 -4.14488
H 1.48989 -2.43155 2.33765
H -1.59251 0.58620 -1.92327
H -1.05136 0.85326 2.47437
H 0.01204 -5.93803 0.48656
H -1.34194 -1.03426 -2.59798
H 2.24288 -0.07175 -0.02654
H 1.05559 -3.78371 3.40719
H 2.06433 -4.86639 -0.44389
H 1.93537 -4.09744 1.89933
H -5.02072 3.66961 1.23326
H 4.04408 -2.68188 -1.20947
H 1.91383 -4.11401 -4.61994
H 3.78836 -1.63656 -2.62580
H -2.85867 -3.13565 1.68250
H 0.67810 1.54577 -1.17040
H 4.31075 -0.13556 4.21374
H 0.36932 3.14758 2.13108
H 1.32382 -2.43009 -4.63744
H 0.81643 4.37489 -1.50339
H -1.94693 5.12577 -3.89879
H 4.33886 -3.31929 -2.84682
H -0.45391 3.38741 -4.24139
H -5.04362 2.29060 3.37011
H 4.11213 1.54458 4.79356
H 2.93364 0.31179 5.23391
H 1.77602 2.66052 4.09803
H -0.93614 -0.41043 0.26293
H -1.86594 -1.76202 2.22247
H 0.32587 5.34706 -2.91239
H -2.02657 -3.20426 3.24792
H -0.36119 5.70593 -1.31480
H -3.18170 4.09615 -3.16677
H -0.90875 -6.04644 2.00016
H 3.68118 -0.55161 1.94628
```

electronic energy: -1915.54549 a.u.
energy relative to the best compared isomer or geometry (same formula, charge and spin): 23.5 kcal per mole
net charge: +1
HOMO energy: -10.011 eV


Entry 2:
DFT (ωB97M-V with the def2-TZVPD basis set) results for C29H45BCoO2P2 as an isolated structure in a non-equilibrium geometry.

```
80
Properties=species:S:1:pos:R:3
Co 1.70634 0.82473 0.87439
P -1.19712 0.44847 -3.41063
P -2.71768 -2.13421 -2.80191
O -0.18497 3.14094 1.64110
O -0.43769 1.15633 2.82799
C -2.19527 3.29491 5.23037
C -0.99489 3.33233 2.72913
C 0.09633 -3.21475 -0.01906
C -2.83174 -0.50261 -3.55508
C -1.76711 2.08624 4.67073
C 4.29728 2.05888 -0.58130
C 3.89914 -1.09685 -0.58470
C -1.24999 -3.36626 0.62442
C 2.91728 -0.54821 1.76531
C -4.29223 -2.76566 -2.27556
C 2.32418 0.62608 3.97843
C -2.13202 -2.37860 0.76124
C 2.78050 0.64169 2.56392
C -2.03628 4.49958 4.53928
C 2.59580 -1.92225 2.23773
C -1.60453 0.00939 -0.00097
C 3.24619 1.75939 1.79237
C 3.51789 -0.16853 0.51417
C -1.43393 4.53324 3.26452
C 3.67344 1.25156 0.50603
C 0.23312 -1.06937 -1.47362
C -2.37458 -1.28480 -0.22211
C -0.27452 -0.06817 -0.67492
C -0.36078 -0.27741 -4.88374
C 0.07558 -2.53349 -1.40153
C 3.34795 3.17950 2.26625
C -1.98660 -3.40867 -3.83835
C -1.14763 2.13603 3.43408
C -1.83510 1.96470 -4.21213
B 0.27467 1.79888 1.72357
H 3.11063 0.21152 4.62409
H -2.35931 2.56972 -3.46051
H 2.62218 -2.61808 1.39767
H -1.88507 1.13549 5.17593
H -1.07392 -0.66895 -5.62232
H -2.37514 5.44168 4.98155
H 0.32508 0.86690 -0.57166
H -3.11675 -0.62806 -4.61834
H 4.36341 3.44470 2.59629
H 0.86008 -2.98684 -2.02839
H 3.57581 -2.11867 -0.34965
H 5.32576 2.37995 -0.34737
H -4.89955 -1.99676 -1.78659
H -3.45079 -1.06010 -0.25601
H -2.70732 -3.64118 -4.63360
H 0.54789 -4.21227 -0.15875
H -4.81719 -3.13355 -3.16453
H -3.62483 0.07199 -3.03971
H 3.29336 -2.27809 3.01023
H -2.87928 -2.45188 1.56863
H 4.98934 -1.10953 -0.73000
H 2.68315 3.34701 3.11872
H 1.44408 -0.01931 4.08558
H 3.43095 -0.79177 -1.53099
H -2.66991 3.29230 6.21831
H -1.46443 0.18614 1.08348
H -4.15034 -3.59316 -1.56868
H -0.84822 -2.87238 -1.92870
H -1.27053 5.44941 2.70756
H -1.02844 -3.11694 -4.28681
H -2.08346 -1.65825 -1.26551
H 0.32316 -1.07734 -4.57916
H 2.07069 1.62836 4.33899
H 3.70210 2.95968 -0.77044
H -2.53324 1.69653 -5.01678
H 4.33778 1.46525 -1.49824
H 0.73399 -2.63625 0.66536
H -1.81910 -4.31521 -3.23996
H -2.19726 0.88619 -0.34732
H -1.37276 -4.31601 1.17380
H 0.23395 0.52034 -5.34604
H 1.05254 -0.75058 -2.12697
H -0.98955 2.54039 -4.61202
H 3.07662 3.87662 1.46694
H 1.58282 -1.92208 2.66245
```

electronic energy: -3372.43558 a.u.
2S+1: 5
energy relative to the best compared isomer or geometry (same formula, charge and spin): 18.1 kcal per mole
net charge: +1
HOMO energy (spin up / spin down): -8.764 / -10.073 eV
<S²>: 6.036


Entry 3:
DFT (ωB97M-V with the def2-TZVPD basis set) results for C29H45Br2N3O5S as an isolated structure in a non-equilibrium geometry.

```
85
Properties=species:S:1:pos:R:3
Br -2.09524 4.21730 0.03546
Br -2.05676 2.05678 -2.37088
S 1.00711 -0.45570 1.29122
O 4.39046 0.19908 -0.68770
O -0.47762 -0.36550 0.69695
O 0.94847 0.15129 2.58998
O 1.44840 -1.81674 1.33177
O -2.33330 -2.94534 -0.17586
N 1.87917 -3.30702 -1.25730
N -7.49579 -0.64868 0.40565
N -3.18718 -1.19154 1.04455
C -9.77858 -3.17746 -0.21505
C 2.17787 0.48549 0.27072
C -1.99148 -0.78262 -1.09407
C 3.27426 5.03750 1.46858
C -1.39478 2.46851 0.30285
C 0.76832 -1.31274 -2.22349
C -1.33843 1.56068 -0.66464
C -4.61137 -1.50461 0.90898
C -2.68588 -1.66269 2.33263
C 5.28145 3.69051 1.34148
C 0.37355 0.05171 -1.60410
C 2.78661 1.67868 1.03843
C 5.26777 5.76438 2.60510
C 7.01960 -0.95191 -1.25361
C -0.79334 0.11608 -0.61707
C 3.93538 3.89064 1.01430
C 3.18877 2.87864 0.18162
C -8.26350 -1.22579 -0.21196
C 1.55387 0.90083 -1.08612
C -8.67937 -4.17355 0.13661
C -0.94475 2.26463 1.71882
C -2.46704 -1.76468 -0.05633
C 5.93475 4.63212 2.13617
C 4.69890 -0.24736 -1.98995
C 3.33824 -0.50036 -0.03887
C 3.93044 5.97652 2.26577
C 0.57668 -2.62954 -1.46928
C 5.74450 -1.34864 -2.00736
C -9.25533 -1.96424 -0.99340
H 0.13622 2.22273 1.76270
H 3.78645 2.60506 -0.68175
H -10.53992 -3.67480 -0.81810
H -1.71572 -1.25174 2.58000
H 2.24007 5.19686 1.19959
H 5.10865 0.61250 -2.52294
H -3.37948 -1.31668 3.09448
H -8.17676 -4.53805 -0.76118
H -0.04825 -3.28841 -2.07171
H 3.38976 6.84152 2.61522
H 3.82687 -0.57075 -2.56088
H 7.09290 0.13194 -1.19371
H 2.16104 2.04260 1.84735
H 3.73238 -0.87102 0.90263
H -1.77422 -1.28467 -2.02916
H 5.30259 -2.26203 -1.61381
H 1.82223 -1.26011 -2.47859
H 6.96887 4.47698 2.40689
H 7.90370 -1.32743 -1.75460
H 5.80500 2.82086 0.97497
H 6.00063 -1.50577 -3.05418
H -9.09641 -5.03287 0.66094
H 2.29030 0.87700 -1.88002
H -10.07241 -1.28546 -1.23847
H 0.26438 -1.39343 -3.18338
H -1.38089 1.37690 2.15433
H -5.17361 -0.93679 1.63837
H 2.28989 3.36471 -0.19444
H 2.07475 -3.86652 -2.07704
H -4.96517 -1.23178 -0.07706
H 1.80072 -3.93886 -0.47283
H 3.69205 1.30623 1.51310
H -2.86677 -0.16490 -1.26380
H 3.01781 -1.33996 -0.64768
H -2.65090 -2.75332 2.39989
H 0.07932 -2.56010 -0.51452
H 6.96642 -1.32199 -0.23520
H 0.01945 0.63181 -2.44711
H -8.79147 -2.28250 -1.92827
H -4.79896 -2.56726 1.09672
H -10.26694 -2.83812 0.69995
H -7.92899 -3.72457 0.78870
H 1.17460 1.91708 -1.06667
H -1.25513 3.10217 2.33164
H 5.75658 6.49519 3.23070
```

electronic energy: -7218.61788 a.u.
net charge: 0
HOMO energy: -8.867 eV